Entry i
ORCA calculation (wB97M-V/def2-TZVPD) on a cluster of 2 separate species, C4H13NOS in total.

Output
**SMILES**: C[C@@H](N)CCS.O
**LUMO**: 0.0250 Ha
**HOMO energy**: -8.9863 eV
**Gap between HOMO and LUMO**: 0.355 hartree

ORCA input file:
```
! wB97M-V def2-TZVPD RIJCOSX def2/J DEFGRID3
* xyz 0 1
C -2.705 -1.284 -0.656
C -1.576 -0.361 -0.366
N -1.975 1.042 -0.775
C -0.844 -0.333 1.033
C 0.459 -1.127 1.126
S 1.716 -0.578 0.014
H -3.389 -1.359 0.210
H -2.462 -2.343 -0.862
H -3.290 -0.999 -1.569
H -0.747 -0.600 -1.031
H -2.237 1.519 0.081
H -2.534 0.838 -1.587
H -0.594 0.750 1.118
H -1.683 -0.668 1.676
H 0.578 -1.342 2.213
H 0.188 -2.143 0.688
H 2.578 0.054 0.873
O 6.345 2.807 -0.414
H 6.208 3.743 -0.584
H 5.964 2.383 -1.188
*
```

=====

Entry ii
ORCA calculation (wB97M-V/def2-TZVPD) on a cluster of 2 separate species, C4H13NOS in total.

Output
**SMILES**: CSCCCN.O
**LUMO**: 0.0315 Ha
**HOMO energy**: -8.4684 eV
**Gap between HOMO and LUMO**: 0.343 hartree

ORCA input file:
```
! wB97M-V def2-TZVPD RIJCOSX def2/J DEFGRID3
* xyz 0 1
C -1.302 -0.155 1.935
S -0.840 1.610 1.989
C 0.254 2.119 0.538
C 0.005 1.172 -0.538
C 1.075 -0.025 -0.854
N 1.000 -0.882 -1.999
H -0.709 -0.639 1.175
H -2.459 -0.318 1.588
H -1.465 -0.465 2.951
H 1.375 2.118 0.698
H -0.182 3.122 0.379
H 0.253 1.685 -1.588
H -0.916 0.724 -0.804
H 2.076 0.438 -0.801
H 0.845 -0.689 0.106
H 0.126 -1.184 -2.409
H 1.781 -0.913 -2.613
O -0.532 -2.781 -0.194
H 0.209 -3.099 0.308
H -0.592 -1.838 0.133
*
```

=====

Entry iii
ORCA calculation (wB97M-V/def2-TZVPD) on a cluster of 2 separate species, C4H13NOS in total.

Output
**SMILES**: CSCCCN.O
**LUMO**: 0.0318 Ha
**HOMO energy**: -8.4449 eV
**Gap between HOMO and LUMO**: 0.342 hartree

ORCA input file:
```
! wB97M-V def2-TZVPD RIJCOSX def2/J DEFGRID3
* xyz 0 1
C 2.810 1.711 2.110
S 1.901 0.056 2.782
C 1.474 -0.363 1.166
C 0.223 0.158 0.307
C -0.651 -1.063 0.032
N -1.780 -0.635 -0.849
H 3.600 1.375 1.503
H 1.876 2.259 1.660
H 3.183 2.316 2.947
H 2.260 -0.252 0.408
H 1.262 -1.476 1.185
H -0.204 1.039 0.837
H 0.697 0.436 -0.582
H -1.088 -1.632 0.944
H -0.275 -1.979 -0.450
H -2.684 -0.798 -0.256
H -1.738 -1.266 -1.683
O -3.802 -0.216 -4.028
H -3.875 0.455 -3.302
H -3.190 -0.126 -4.730
*
```

=====

Entry iv
ORCA calculation (wB97M-V/def2-TZVPD) on a cluster of 3 separate species, C4H13NOS in total.

Output
**LUMO**: -0.1006 Ha
**HOMO energy**: -8.7933 eV
**Gap between HOMO and LUMO**: 0.223 hartree

ORCA input file:
```
! wB97M-V def2-TZVPD RIJCOSX def2/J DEFGRID3
* xyz 0 1
C -0.379 -2.152 0.858
C 0.002 -1.001 -0.076
C -1.078 0.044 -0.286
C -0.205 1.289 -0.144
S 0.355 1.348 1.499
N 0.586 -1.314 -1.232
H -0.761 -1.799 1.803
H 0.418 -2.878 0.901
H -1.181 -2.651 0.312
H 1.136 3.804 4.107
H -1.467 -0.054 -1.312
H -1.823 0.000 0.528
H 0.651 1.136 -0.828
H -0.712 2.204 -0.490
H 1.213 3.069 4.088
H 0.882 -0.460 0.525
H 1.507 -1.706 -1.010
H -0.027 0.458 -3.789
H 0.523 -0.073 -2.483
O 0.361 0.737 -2.973
*
```

=====

Most favorable structure: entry i. The second most favorable one is 0.0337 hartree above it.

=====

Entry i
ORCA calculation (wB97M-V/def2-TZVPD) on a cluster of 2 separate species, C4H13NOS in total.

Output
**SMILES**: CN[C@@H](C)CS.O
**LUMO**: 0.0191 Ha
**HOMO energy**: -8.8118 eV
**Gap between HOMO and LUMO**: 0.343 hartree

ORCA input file:
```
! wB97M-V def2-TZVPD RIJCOSX def2/J DEFGRID3
* xyz 0 1
C -1.495 0.580 1.642
N -0.068 0.576 1.298
C 0.074 -0.667 0.288
C -0.746 -0.570 -1.083
C 1.652 -1.003 0.047
S 2.498 -2.401 0.722
H -1.832 -0.443 1.739
H -2.125 1.086 0.900
H -1.848 0.905 2.585
H 0.017 1.289 0.600
H -0.143 -1.621 0.827
H -1.087 -1.518 -1.560
H -0.493 -0.036 -1.935
H -1.773 -0.103 -0.926
H 2.186 -0.019 0.194
H 1.688 -1.330 -0.981
H 2.968 -1.650 1.837
O 0.525 2.171 -2.029
H -0.142 2.040 -2.764
H 0.142 2.715 -1.401
*
```

=====

Entry ii
ORCA calculation (wB97M-V/def2-TZVPD) on a cluster of 2 separate species, C4H13NOS in total.

Output
**SMILES**: CSCCCN.O
**LUMO**: 0.0272 Ha
**HOMO energy**: -8.6390 eV
**Gap between HOMO and LUMO**: 0.345 hartree

ORCA input file:
```
! wB97M-V def2-TZVPD RIJCOSX def2/J DEFGRID3
* xyz 0 1
C 1.428 -1.109 -0.829
S -0.042 -1.473 -1.782
C -1.241 -0.122 -1.361
C -1.090 0.508 0.012
C 0.095 1.479 0.272
N -0.364 2.730 0.869
H 1.060 -0.849 0.171
H 2.083 -0.300 -1.160
H 1.962 -2.036 -0.687
H -2.188 -0.635 -1.458
H -1.040 0.658 -2.087
H -1.238 -0.199 0.831
H -1.962 1.096 0.207
H 0.765 0.987 0.970
H 0.558 1.691 -0.684
H 0.071 2.877 1.759
H -0.393 3.486 0.216
O 0.449 -3.020 1.946
H 1.237 -3.234 1.424
H -0.149 -2.534 1.370
*
```

=====

Most favorable structure: entry ii. The second most favorable one is 0.0626 hartree above it.

=====

Entry i
ORCA calculation (wB97M-V/def2-TZVPD) on a cluster of 2 separate species, C4H13NOS in total.

Output
**SMILES**: CSCCCN.O
**LUMO**: 0.0269 Ha
**HOMO energy**: -8.2648 eV
**Gap between HOMO and LUMO**: 0.331 hartree

ORCA input file:
```
! wB97M-V def2-TZVPD RIJCOSX def2/J DEFGRID3
* xyz 0 1
C 3.525 -0.359 -0.301
S 2.533 -0.021 -1.755
C 0.919 -0.855 -1.410
C 0.438 -0.614 -0.007
C -1.053 -0.950 0.221
N -1.600 -0.304 1.387
H 3.275 -1.290 0.212
H 3.449 0.397 0.483
H 4.532 -0.428 -0.623
H 1.034 -1.913 -1.653
H 0.280 -0.416 -2.178
H 0.577 0.422 0.298
H 1.030 -1.111 0.768
H -1.522 -0.742 -0.754
H -1.175 -2.027 0.358
H -2.221 -0.893 1.911
H -1.983 0.607 1.207
O -3.641 3.400 0.533
H -4.130 4.185 0.233
H -4.269 2.909 1.067
*
```

=====

Entry ii
ORCA calculation (wB97M-V/def2-TZVPD) on a cluster of 2 separate species, C4H13NOS in total.

Output
**SMILES**: NCCS.CCO
**LUMO**: 0.0293 Ha
**HOMO energy**: -9.1341 eV
**Gap between HOMO and LUMO**: 0.365 hartree

ORCA input file:
```
! wB97M-V def2-TZVPD RIJCOSX def2/J DEFGRID3
* xyz 0 1
N -0.318 1.625 -0.750
C -1.505 0.756 -0.781
C -1.252 -0.488 -1.581
S -2.811 -1.378 -1.854
H -0.300 2.228 0.057
H -0.086 2.107 -1.603
H -1.761 0.512 0.248
H -2.357 1.333 -1.161
H -0.531 -1.103 -1.049
H -0.776 -0.287 -2.545
H -2.325 -2.608 -1.663
C 1.273 -0.802 2.183
C 2.043 -0.044 1.124
O 1.426 -0.092 -0.123
H 1.826 -0.746 3.122
H 1.153 -1.856 1.950
H 0.305 -0.342 2.363
H 2.182 0.987 1.477
H 3.047 -0.445 0.979
H 0.765 0.643 -0.393
*
```

=====

Most favorable structure: entry i. The second most favorable one is 0.0065 hartree above it.

=====

Entry i
ORCA calculation (wB97M-V/def2-TZVPD) on a cluster of 2 separate species, C4H13NOS in total.

Output
**SMILES**: CNCCCS.O
**LUMO**: 0.0262 Ha
**HOMO energy**: -8.7998 eV
**Gap between HOMO and LUMO**: 0.350 hartree

ORCA input file:
```
! wB97M-V def2-TZVPD RIJCOSX def2/J DEFGRID3
* xyz 0 1
C -0.187 0.405 3.123
N 0.262 -0.423 1.968
C -0.471 -0.201 0.725
C 0.275 -0.835 -0.497
C -0.764 -1.743 -1.202
S -1.598 -1.038 -2.745
H -0.388 1.396 2.731
H -1.061 0.022 3.658
H 0.699 0.414 3.762
H 1.201 -0.074 1.798
H -1.465 -0.633 0.864
H -0.547 0.889 0.526
H 0.619 -0.043 -1.149
H 1.082 -1.501 -0.173
H -0.310 -2.713 -1.376
H -1.666 -1.958 -0.645
H -2.134 -2.234 -2.946
O 2.332 3.050 -2.650
H 1.570 3.595 -2.385
H 2.552 3.625 -3.388
*
```

=====

Entry ii
ORCA calculation (wB97M-V/def2-TZVPD) on a cluster of 2 separate species, C4H13NOS in total.

Output
**SMILES**: CN[C@H](C)CS.O
**LUMO**: 0.0192 Ha
**HOMO energy**: -8.6281 eV
**Gap between HOMO and LUMO**: 0.336 hartree

ORCA input file:
```
! wB97M-V def2-TZVPD RIJCOSX def2/J DEFGRID3
* xyz 0 1
C 1.584 -0.806 -0.659
N 0.571 -1.894 -0.430
C -0.673 -1.558 0.423
C -1.474 -0.363 -0.487
C -0.162 -1.198 1.805
S -1.564 -1.201 3.050
H 1.366 -0.365 -1.634
H 1.654 -0.127 0.102
H 2.552 -1.257 -0.953
H 0.362 -2.033 -1.375
H -1.306 -2.412 0.432
H -2.292 -0.004 0.100
H -0.699 0.315 -0.572
H -1.708 -0.773 -1.412
H 0.496 -2.029 2.341
H 0.323 -0.153 1.757
H -1.720 0.106 3.152
O 1.270 5.299 -2.054
H 0.730 5.888 -1.517
H 0.688 4.564 -2.068
*
```

=====

Most favorable structure: entry i. The second most favorable one is 0.0291 hartree above it.